(1)
{
  "formula": "C17H29F2N3O5",
  "method": "wB97M-V/def2-TZVPD",
  "max_force_ev_per_a": 2.327,
  "total_charge": 0,
  "homo_lumo_gap_ha": 0.370,
  "smiles": "CNC(=O)[C@@H](NC(C)=O)[C@@H](C)O.O=C(COC(F)F)N1C[C@H]2CCC[C@H]2C1",
  "species": ["O", "O", "O", "F", "F", "O", "O", "C", "C", "C", "N", "N", "N", "C", "C", "C", "C", "C", "C", "C", "C", "C", "C", "C", "C", "C", "C", "H", "H", "H", "H", "H", "H", "H", "H", "H", "H", "H", "H", "H", "H", "H", "H", "H", "H", "H", "H", "H", "H", "H", "H", "H", "H", "H", "H", "H"],
  "xyz": [[-1.31, -2.57, -4.13], [1.90, 0.42, 3.09], [-0.77, -3.52, 1.08], [0.65, 2.33, 6.76], [0.13, 0.27, 6.19], [-0.17, 1.99, 4.69], [-2.96, -1.99, 0.15], [-1.46, -2.68, -2.92], [0.94, 1.04, 2.65], [-0.22, -3.16, 0.04], [0.73, -3.95, -0.47], [0.97, 1.51, 1.34], [-0.76, -1.88, -2.12], [0.65, 1.44, 5.73], [-2.42, -3.73, -2.39], [-0.32, 1.15, 3.53], [1.57, -3.73, -1.65], [2.05, 1.15, 0.43], [0.24, 2.70, 0.93], [0.80, 3.05, -2.56], [1.32, 1.75, -1.98], [0.36, 3.89, -1.36], [2.00, 2.19, -0.68], [1.13, 3.33, -0.15], [-2.30, 0.13, -0.63], [-0.65, -1.84, -0.65], [-1.84, -1.15, 0.06], [-2.70, -2.73, 0.71], [0.91, -4.78, 0.07], [-0.21, -1.21, -2.63], [1.67, 1.28, 5.38], [-2.68, -4.41, -3.20], [-1.98, -4.29, -1.58], [-3.33, -3.23, -2.05], [-1.14, 1.53, 2.92], [-0.61, 0.13, 3.83], [2.46, -4.37, -1.59], [1.02, -3.98, -2.56], [1.90, -2.69, -1.70], [3.02, 1.21, 0.94], [1.93, 0.13, 0.04], [-0.75, 2.44, 0.56], [0.12, 3.41, 1.76], [-0.02, 2.88, -3.27], [1.61, 3.57, -3.09], [0.49, 1.07, -1.77], [2.02, 1.25, -2.65], [0.59, 4.94, -1.52], [-0.72, 3.80, -1.22], [3.01, 2.55, -0.91], [1.76, 4.11, 0.29], [-3.04, 0.63, 0.01], [-2.77, -0.10, -1.59], [-1.46, 0.80, -0.78], [0.20, -1.18, -0.45], [-1.52, -0.90, 1.07]],
  "lowdin_charge": [0.03, 0.06, 0.05, 0.09, 0.09, -0.03, -0.03, -0.55, -0.38, -0.45, 0.04, -0.03, 0.12, -0.40, 0.02, -0.09, -0.05, -0.10, -0.10, -0.18, -0.15, -0.14, -0.25, -0.24, -0.02, -0.15, -0.39, 0.09, 0.15, 0.14, 0.16, 0.09, 0.07, 0.08, 0.12, 0.13, 0.09, 0.08, 0.08, 0.13, 0.11, 0.10, 0.14, 0.11, 0.11, 0.09, 0.12, 0.11, 0.11, 0.15, 0.15, 0.09, 0.09, 0.05, 0.13, 0.14]
}


(2)
{
  "formula": "C17H29N2Yb",
  "method": "wB97M-V/def2-TZVPD",
  "max_force_ev_per_a": 3.305,
  "total_charge": 2,
  "s_squared": 0.772,
  "multiplicity": 2,
  "homo_lumo_gap_ha": [0.184, 0.158],
  "species": ["C", "H", "H", "H", "C", "H", "H", "C", "H", "H", "H", "C", "C", "C", "C", "C", "C", "C", "C", "C", "C", "Yb", "H", "H", "H", "H", "H", "H", "H", "H", "H", "H", "H", "H", "H", "H", "H", "C", "N", "C", "C", "N", "C", "H", "H", "H", "H", "H", "H"],
  "xyz": [[1.33, 1.87, -1.88], [2.18, 2.11, -1.27], [1.60, 1.78, -2.95], [1.62, 0.00, 2.22], [0.26, 2.89, -1.54], [-0.74, 2.58, -1.85], [0.17, 3.11, -0.45], [0.56, 4.30, -2.13], [-0.31, 4.98, -2.07], [1.40, 4.80, -1.64], [0.85, 4.23, -3.19], [-0.85, -1.92, -0.32], [-1.48, -1.11, -1.29], [-0.55, -0.80, -2.29], [0.68, -1.43, -1.97], [0.49, -2.14, -0.75], [1.48, -3.02, -0.08], [1.92, -1.45, -2.78], [-0.88, -0.11, -3.57], [-2.96, -0.91, -1.37], [-1.54, -2.59, 0.80], [0.98, 0.49, 0.01], [2.80, -1.71, -2.17], [1.86, -2.21, -3.59], [2.11, -0.47, -3.25], [2.51, -2.72, -0.30], [1.34, -3.03, 1.01], [1.37, -4.07, -0.43], [-2.40, -2.00, 1.13], [-1.92, -3.60, 0.52], [-0.87, -2.72, 1.67], [-3.22, -0.06, -2.02], [-3.46, -1.81, -1.77], [-3.39, -0.72, -0.37], [-0.16, 0.67, -3.83], [-0.91, -0.83, -4.41], [-1.88, 0.35, -3.51], [-0.82, 1.71, 5.30], [-0.15, 0.82, 4.34], [0.47, -0.41, 4.71], [0.93, -0.98, 3.56], [0.67, -0.09, 2.48], [0.08, 1.07, 3.04], [-1.59, 1.14, 5.87], [-0.07, 2.13, 6.00], [-1.31, 2.54, 4.73], [0.55, -0.75, 5.72], [1.66, -1.76, 3.39], [-0.41, 1.86, 2.50]],
  "lowdin_spin": [0.26, 0.02, 0.01, 0.00, 0.03, 0.00, 0.00, 0.02, 0.00, 0.00, 0.00, 0.16, 0.01, 0.17, 0.13, 0.03, 0.00, 0.01, 0.02, -0.01, 0.03, 0.06, 0.00, 0.01, 0.00, 0.00, 0.00, 0.00, 0.00, 0.01, 0.00, 0.00, 0.00, 0.00, 0.00, 0.01, 0.00, 0.00, 0.00, 0.00, 0.00, 0.00, 0.01, 0.00, 0.00, 0.00, 0.00, 0.00, 0.00]
}


(3)
{
  "formula": "C17H30BrCaN9O5S",
  "method": "wB97M-V/def2-TZVPD",
  "max_force_ev_per_a": 7.095,
  "total_charge": -2,
  "homo_lumo_gap_ha": [0.113, 0.113],
  "e_above_lowest_kcal_mol": 239.8,
  "species": ["Ca", "C", "C", "C", "C", "C", "Br", "N", "C", "H", "H", "H", "H", "H", "H", "C", "N", "C", "C", "N", "N", "C", "N", "N", "H", "H", "H", "H", "H", "H", "H", "H", "H", "H", "H", "O", "S", "O", "O", "O", "C", "C", "N", "C", "N", "C", "C", "C", "N", "C", "H", "H", "H", "H", "H", "H", "H", "H", "H", "H", "H", "H", "H", "O"],
  "xyz": [[0.98, 0.04, 0.74], [4.81, 2.90, -3.06], [4.43, 2.03, -1.90], [5.39, 1.43, -1.09], [5.01, 0.63, -0.01], [3.65, 0.45, 0.22], [3.41, -0.84, 1.97], [2.66, 1.05, -0.59], [3.09, 1.80, -1.61], [5.90, 2.98, -3.16], [4.42, 3.91, -2.93], [4.42, 2.48, -4.00], [6.45, 1.58, -1.28], [5.75, 0.17, 0.62], [2.30, 2.25, -2.21], [-2.60, -3.03, 3.79], [-1.40, -2.21, 3.91], [-1.45, -1.27, 5.02], [-0.74, -1.82, 2.74], [-0.41, -0.62, 2.49], [-0.46, -2.88, 1.91], [0.19, -3.03, 0.71], [0.23, -4.36, 0.32], [0.71, -2.12, -0.01], [-2.98, -3.31, 4.78], [-2.41, -3.96, 3.26], [-3.39, -2.48, 3.27], [-1.76, -1.78, 5.94], [-2.16, -0.46, 4.81], [-0.47, -0.84, 5.20], [-0.56, 0.15, 3.14], [-0.45, -3.75, 2.43], [-0.66, -4.83, 0.41], [0.58, -4.46, -0.63], [1.21, -2.32, -0.88], [2.17, 2.70, 3.32], [1.07, 2.35, 2.41], [0.02, 3.39, 2.49], [1.57, 2.26, 1.03], [0.51, 1.05, 2.79], [-2.03, -0.52, -4.08], [-1.59, -1.53, -3.05], [-0.90, -0.82, -1.99], [-1.41, 0.36, -1.50], [-0.87, 0.96, -0.48], [-1.38, 2.24, -0.03], [-2.90, 2.20, -0.06], [-3.35, 1.96, -1.50], [-2.57, 0.92, -2.14], [-3.03, 0.44, -3.44], [-2.50, -1.00, -4.96], [-1.14, 0.04, -4.43], [-0.92, -2.29, -3.48], [-2.48, -2.04, -2.64], [0.04, -1.14, -1.66], [-1.04, 3.04, -0.71], [-0.99, 2.45, 0.98], [-3.35, 3.13, 0.33], [-3.23, 1.35, 0.58], [-3.23, 2.89, -2.09], [-4.42, 1.70, -1.49], [-3.18, 1.29, -4.13], [-4.00, -0.06, -3.30], [1.44, -0.79, -1.08]],
  "lowdin_charge": [1.11, -0.08, -0.29, -0.08, -0.16, -0.42, 0.50, -0.08, -0.10, 0.06, 0.07, 0.07, 0.09, 0.07, 0.12, -0.09, -0.19, -0.08, -0.42, 0.04, 0.13, -0.52, 0.09, -0.07, 0.07, 0.06, 0.09, 0.07, 0.09, 0.10, 0.04, 0.12, 0.06, 0.08, 0.05, -0.42, 0.20, -0.42, -0.46, -0.54, -0.19, -0.23, 0.04, -0.32, -0.01, -0.22, -0.18, -0.21, -0.06, -0.21, 0.10, 0.12, 0.11, 0.11, 0.02, 0.13, 0.06, 0.11, 0.11, 0.11, 0.11, 0.11, 0.11, -0.71]
}


(4)
{
  "formula": "C17H30BrCl2FN3",
  "method": "wB97M-V/def2-TZVPD",
  "max_force_ev_per_a": 1.160,
  "total_charge": 1,
  "homo_lumo_gap_ha": 0.208,
  "e_above_lowest_kcal_mol": 8.0,
  "species": ["C", "C", "C", "C", "F", "C", "C", "Br", "C", "N", "C", "C", "C", "C", "C", "Cl", "C", "N", "Cl", "H", "H", "H", "H", "H", "H", "H", "H", "H", "H", "H", "H", "H", "H", "H", "H", "H", "H", "H", "H", "H", "H", "H", "H", "H", "N", "C", "C", "C", "C", "H", "H", "H", "H", "H"],
  "xyz": [[-3.30, -3.10, -5.08], [-3.11, -2.37, -3.74], [-2.03, -1.28, -3.88], [-1.50, -0.74, -2.54], [-2.30, -1.15, -1.50], [-1.35, 0.77, -2.54], [-0.74, 1.38, -1.25], [-2.23, 2.33, -0.37], [0.38, 2.38, -1.64], [0.50, 3.55, -0.81], [-0.14, 4.77, -1.33], [-0.27, 0.31, -0.23], [0.71, 0.84, 0.84], [0.38, 0.41, 2.28], [-0.81, 1.14, 2.91], [0.20, -1.36, 2.38], [0.36, -0.96, -0.83], [-0.15, -1.34, -2.22], [1.04, -0.98, -3.43], [-2.64, -3.97, -5.13], [-3.08, -2.47, -5.94], [-4.32, -3.48, -5.16], [-2.82, -3.10, -2.99], [-4.05, -1.93, -3.43], [-1.23, -1.70, -4.48], [-2.46, -0.44, -4.43], [-2.35, 1.17, -2.68], [-0.79, 1.06, -3.43], [0.29, 2.65, -2.70], [1.32, 1.82, -1.56], [1.48, 3.75, -0.64], [-0.29, 4.74, -2.41], [-1.10, 4.92, -0.85], [0.47, 5.63, -1.06], [-1.16, -0.02, 0.30], [0.74, 1.93, 0.85], [1.72, 0.48, 0.64], [1.27, 0.64, 2.87], [-0.48, 1.76, 3.75], [-1.53, 0.43, 3.31], [-1.31, 1.79, 2.20], [0.12, -1.79, -0.17], [1.44, -0.87, -0.92], [-0.25, -2.36, -2.23], [3.88, -1.39, 7.00], [2.58, -1.50, 6.60], [2.57, -1.64, 5.24], [3.93, -1.62, 4.81], [4.71, -1.46, 5.92], [4.18, -1.28, 7.95], [1.77, -1.47, 7.31], [1.70, -1.76, 4.62], [4.29, -1.71, 3.79], [5.78, -1.40, 6.03]],
  "lowdin_charge": [-0.09, -0.23, -0.13, -0.46, 0.09, -0.15, -0.64, 0.91, -0.24, -0.14, -0.12, -0.34, -0.19, -0.67, -0.10, 0.68, -0.12, -0.33, 0.89, 0.08, 0.08, 0.08, 0.11, 0.12, 0.09, 0.13, 0.11, 0.11, 0.11, 0.13, 0.11, 0.08, 0.04, 0.08, 0.10, 0.11, 0.12, 0.10, 0.09, 0.07, 0.02, 0.09, 0.11, 0.16, 0.00, -0.14, -0.13, -0.12, -0.14, 0.15, 0.11, 0.03, 0.08, 0.11]
}


(5)
{
  "formula": "C17H30MoN4O4STe",
  "method": "wB97M-V/def2-TZVPD",
  "max_force_ev_per_a": 3.567,
  "total_charge": 2,
  "homo_lumo_gap_ha": [0.266, 0.266],
  "e_above_lowest_kcal_mol": 5.1,
  "species": ["Mo", "N", "C", "C", "C", "C", "N", "H", "H", "H", "H", "H", "H", "H", "H", "H", "H", "H", "H", "O", "C", "O", "C", "C", "C", "C", "C", "C", "H", "H", "H", "H", "H", "O", "C", "O", "H", "C", "C", "N", "C", "S", "N", "C", "C", "H", "H", "H", "H", "H", "H", "H", "H", "H", "H", "H", "H", "Te"],
  "xyz": [[0.56, -1.38, 0.17], [0.58, -1.69, 2.37], [1.68, -2.30, 3.18], [2.73, -1.28, 3.58], [3.29, -0.42, 2.44], [3.76, -1.24, 1.24], [2.81, -1.10, 0.11], [0.35, -0.80, 2.84], [-0.24, -2.29, 2.51], [2.12, -3.12, 2.60], [1.26, -2.73, 4.09], [3.55, -1.82, 4.04], [2.32, -0.61, 4.34], [4.13, 0.15, 2.84], [2.55, 0.32, 2.09], [3.84, -2.30, 1.50], [4.75, -0.91, 0.92], [3.18, -1.67, -0.65], [2.89, -0.13, -0.21], [2.06, 0.79, -1.77], [1.31, 0.00, -2.31], [0.70, -0.87, -1.47], [1.02, -0.12, -3.72], [0.31, -1.23, -4.21], [0.09, -1.35, -5.56], [0.56, -0.36, -6.43], [1.26, 0.74, -5.95], [1.51, 0.86, -4.60], [-0.03, -1.99, -3.52], [-0.43, -2.20, -5.95], [0.38, -0.46, -7.49], [1.62, 1.49, -6.63], [2.07, 1.69, -4.19], [-1.75, -3.64, -0.39], [-2.23, -2.60, 0.08], [-1.61, -1.61, 0.52], [-3.33, -2.55, 0.13], [-3.84, 2.95, -0.78], [-3.50, 1.46, -0.72], [-2.10, 1.20, -0.40], [-1.55, 1.28, 0.81], [0.15, 0.99, 0.97], [-2.27, 1.62, 1.87], [-1.79, 1.78, 3.23], [-1.91, 3.23, 3.68], [-4.87, 3.06, -1.08], [-3.21, 3.46, -1.51], [-3.71, 3.44, 0.18], [-3.69, 1.01, -1.69], [-4.12, 0.95, 0.02], [-1.46, 1.08, -1.17], [-3.23, 1.91, 1.73], [-0.75, 1.46, 3.27], [-2.40, 1.14, 3.88], [-1.31, 3.87, 3.04], [-1.55, 3.32, 4.70], [-2.94, 3.57, 3.66], [0.41, -3.99, -0.22]],
  "lowdin_charge": [1.19, -0.16, -0.23, -0.18, -0.18, -0.20, -0.08, 0.06, 0.09, 0.09, 0.13, 0.13, 0.12, 0.13, 0.06, 0.12, 0.14, 0.11, 0.08, 0.09, -0.48, -0.35, -0.15, -0.01, -0.05, -0.03, -0.03, 0.01, 0.11, 0.12, 0.12, 0.12, 0.13, -0.33, -0.48, -0.19, 0.18, -0.06, -0.21, 0.01, -0.71, 0.74, 0.05, -0.25, -0.06, 0.09, 0.09, 0.07, 0.13, 0.12, 0.13, 0.14, 0.06, 0.13, 0.08, 0.09, 0.08, 1.03]
}


(6)
{
  "formula": "C17H30N6O7",
  "method": "wB97M-V/def2-TZVPD",
  "max_force_ev_per_a": 1.947,
  "total_charge": 0,
  "homo_lumo_gap_ha": 0.340,
  "smiles": "N[C@@H](CCN[C@H](Cc1c[nH]cn1)C(=O)O)C(=O)O.CNC(=O)[C@@H](NC(C)=O)[C@@H](C)O",
  "species": ["O", "O", "O", "O", "N", "O", "O", "O", "C", "C", "C", "C", "C", "C", "C", "N", "N", "N", "N", "N", "C", "C", "C", "C", "C", "C", "C", "C", "C", "C", "H", "H", "H", "H", "H", "H", "H", "H", "H", "H", "H", "H", "H", "H", "H", "H", "H", "H", "H", "H", "H", "H", "H", "H", "H", "H", "H", "H", "H", "H"],
  "xyz": [[-2.92, -2.14, 3.84], [0.04, 0.23, 0.73], [7.69, 0.70, -1.17], [-1.84, -4.34, 0.58], [-1.39, 2.86, -2.22], [1.48, 1.75, 1.61], [6.74, 2.21, 0.22], [-3.26, -0.41, -0.40], [-2.02, -1.64, 3.17], [0.86, 1.14, 0.57], [6.75, 1.43, -0.88], [-2.87, -3.85, 1.03], [-2.63, 3.20, -1.97], [-1.42, 3.88, -0.20], [-0.63, 3.27, -1.14], [-2.69, 3.83, -0.73], [-3.85, -4.65, 1.46], [2.62, 1.48, -1.29], [5.94, 1.55, -3.28], [-2.01, -1.66, 1.84], [-0.86, -0.95, 3.85], [-5.13, -4.27, 2.05], [0.85, 3.08, -1.07], [3.48, 0.43, -0.74], [1.19, 1.60, -0.88], [5.54, 1.48, -1.85], [4.66, 0.22, -1.70], [-4.15, -2.41, -1.27], [-3.05, -2.32, 1.04], [-3.04, -1.80, -0.41], [1.16, 1.31, 2.41], [7.58, 2.04, 0.66], [-2.45, 0.01, -0.09], [-3.47, 3.02, -2.62], [-1.10, 4.31, 0.74], [-3.55, 4.18, -0.30], [-3.63, -5.64, 1.39], [2.70, 1.53, -2.31], [6.56, 0.77, -3.51], [6.42, 2.44, -3.48], [-1.21, -1.24, 1.37], [0.07, -1.43, 3.54], [-0.98, -1.05, 4.93], [-0.86, 0.10, 3.57], [-5.70, -5.16, 2.31], [-4.95, -3.68, 2.96], [-5.71, -3.67, 1.34], [1.27, 3.67, -0.26], [1.27, 3.44, -2.01], [2.93, -0.51, -0.66], [3.84, 0.70, 0.26], [0.59, 0.99, -1.56], [4.97, 2.38, -1.61], [4.25, -0.06, -2.67], [5.27, -0.62, -1.35], [-5.12, -2.24, -0.81], [-3.99, -3.48, -1.40], [-4.14, -1.94, -2.25], [-4.01, -2.07, 1.47], [-2.08, -2.01, -0.87]],
  "lowdin_charge": [0.04, 0.07, 0.08, 0.05, 0.10, 0.13, 0.11, -0.02, -0.54, -0.41, -0.46, -0.47, -0.17, -0.06, -0.32, 0.04, 0.04, -0.03, 0.05, 0.13, 0.00, -0.06, -0.10, -0.21, -0.23, -0.30, -0.14, -0.02, -0.17, -0.39, 0.12, 0.13, 0.07, 0.12, 0.12, 0.15, 0.14, 0.12, 0.08, 0.08, 0.10, 0.09, 0.08, 0.07, 0.09, 0.08, 0.07, 0.12, 0.12, 0.12, 0.12, 0.15, 0.14, 0.12, 0.12, 0.08, 0.09, 0.09, 0.14, 0.15]
}


- Number 6 is which compound?
  C17H30N6O7